{
  "formula": "C21H17Cl2N3NiO2",
  "method": "ωB97M-V with the def2-TZVPD basis set",
  "symbols": ["Ni", "Cl", "C", "C", "C", "Cl", "C", "C", "C", "C", "N", "C", "C", "O", "H", "H", "H", "H", "C", "C", "C", "C", "C", "C", "C", "C", "C", "C", "H", "H", "H", "H", "H", "H", "H", "C", "N", "C", "N", "O", "H", "H", "H", "H", "H", "H"],
  "coordinates": [[0.33005, -1.92655, -0.30652], [-3.71364, 0.67589, 0.39696], [-2.03989, 1.08440, 0.33777], [-1.54285, 2.31446, 0.52116], [1.25887, 3.00695, 0.25570], [1.94624, 4.03906, 1.59203], [2.25658, 1.84445, 0.00833], [3.63071, 1.78971, 0.03307], [4.23060, 0.54116, -0.17014], [3.45933, -0.58595, -0.38053], [2.11418, -0.54758, -0.42761], [1.57312, 0.65289, -0.24139], [-0.98155, -0.01415, 0.06836], [-1.27881, -0.92227, -0.95929], [-2.11608, 3.20545, 0.74900], [4.23391, 2.66903, 0.22691], [5.30773, 0.44349, -0.14591], [3.92132, -1.55586, -0.51080], [0.53632, 3.70355, -2.07460], [0.02571, 2.41371, -2.51846], [-0.09909, 1.29325, -1.81086], [0.13728, 0.97080, -0.33406], [-0.47120, -0.92464, 1.18446], [0.03000, -0.58995, 2.37777], [0.12014, 0.76844, 2.88926], [0.09967, 1.88160, 2.15844], [-0.02132, 2.14137, 0.65556], [1.10287, 3.97123, -0.90331], [0.50214, 4.51039, -2.80011], [-0.24937, 2.35698, -3.56796], [-0.44423, 0.40904, -2.33025], [0.39880, -1.37704, 3.03444], [0.22322, 0.89142, 3.96682], [0.10321, 2.81529, 2.70734], [1.49739, 4.96415, -0.73103], [-3.66296, -3.78869, -0.20246], [-2.28199, -3.38457, -0.34186], [-1.25233, -4.22937, -0.33989], [-1.50844, -5.55017, -0.18852], [-0.04353, -3.85819, -0.46024], [-4.26395, -2.88996, -0.09781], [-3.81347, -4.39712, 0.69258], [-4.02447, -4.34104, -1.07480], [-2.06041, -2.37678, -0.47717], [-2.43997, -5.91888, -0.21312], [-0.72982, -6.17943, -0.24725]],
  "forces_ev_per_a": [[0.21, -0.65, 0.03], [0.04, 0.00, 0.00], [0.06, -0.08, -0.08], [0.07, 0.12, -0.06], [0.00, -0.04, -0.10], [-0.04, -0.09, -0.08], [-0.06, 0.13, 0.06], [0.07, 0.01, -0.01], [0.03, 0.10, 0.01], [-0.17, -0.04, 0.00], [-0.15, 0.29, 0.02], [0.06, -0.06, 0.03], [-0.20, 0.12, 0.24], [0.10, 0.07, 0.11], [0.07, -0.11, 0.01], [-0.03, -0.03, 0.01], [-0.03, 0.00, 0.00], [-0.01, -0.01, -0.01], [-0.06, -0.13, -0.14], [0.11, 0.12, -0.01], [-0.04, 0.05, 0.14], [-0.11, 0.04, -0.15], [0.51, 0.29, -0.04], [-0.26, -0.04, -0.03], [-0.11, -0.08, 0.12], [0.12, 0.04, -0.12], [-0.03, 0.04, 0.11], [0.03, -0.08, 0.17], [-0.01, -0.04, 0.04], [0.04, -0.01, 0.06], [-0.03, -0.03, 0.01], [0.14, 0.04, -0.11], [-0.08, 0.02, -0.09], [0.01, 0.00, -0.03], [-0.03, -0.03, 0.02], [0.05, -0.01, 0.05], [0.17, -0.07, -0.06], [-0.03, 0.22, -0.02], [0.11, -0.10, 0.01], [-0.60, -0.02, 0.01], [-0.02, 0.01, -0.01], [-0.02, 0.01, 0.02], [0.01, 0.00, -0.01], [0.08, 0.00, -0.09], [0.02, 0.01, -0.01], [0.01, -0.01, -0.01]],
  "charge": 0,
  "e_lumo_ev": [0.4, 0.3],
  "multiplicity": 3,
  "homo_energy_ev": [-7.286, -7.302],
  "mol_weight_g_mol": 473.0,
  "e_above_lowest_kj_mol": 509.6
}


{
  "formula": "C2H5N2O2",
  "method": "ωB97M-V with the def2-TZVPD basis set",
  "symbols": ["N", "C", "C", "N", "O", "O", "H", "H", "H", "H", "H"],
  "coordinates": [[1.52125, 0.83475, 0.31099], [0.68289, -0.16733, 0.37852], [-0.29020, -0.61940, -0.58340], [-1.73772, 0.05031, -0.09567], [-2.57408, -0.79551, 0.18464], [-1.78147, 1.25135, -0.04513], [1.73051, 1.38036, -0.54108], [2.29693, 0.85026, 0.96303], [0.91413, -0.70007, 1.37793], [-0.37150, -0.47381, -1.66778], [-0.39074, -1.61090, -0.28206]],
  "forces_ev_per_a": [[0.05, -0.90, -1.49], [3.16, 1.52, 1.87], [-2.16, 1.20, 0.36], [-0.37, -1.46, 0.81], [1.26, 1.74, -0.61], [0.09, -0.93, -0.24], [-0.75, -0.22, 0.44], [-0.26, 0.31, 0.46], [-1.30, 0.32, -1.78], [1.00, 0.37, 0.43], [-0.72, -1.96, -0.25]],
  "charge": 1,
  "e_lumo_ev": [-6.6, -6.6],
  "homo_energy_ev": [-15.845, -15.845],
  "mol_weight_g_mol": 89.1,
  "e_above_lowest_kj_mol": 340.1,
  "smiles": "[NH2+]=CC[N+](=O)[O-]"
}


{
  "formula": "C45H76B2F9HgN4O23PS",
  "method": "ωB97M-V with the def2-TZVPD basis set",
  "symbols": ["Hg", "O", "C", "O", "B", "O", "C", "O", "O", "C", "O", "C", "O", "O", "O", "C", "O", "B", "O", "C", "O", "O", "C", "O", "C", "O", "O", "P", "F", "F", "F", "F", "F", "F", "C", "F", "F", "F", "S", "O", "O", "O", "C", "C", "C", "C", "C", "C", "N", "O", "C", "C", "C", "H", "H", "H", "H", "H", "H", "H", "H", "H", "H", "H", "H", "H", "H", "H", "H", "H", "H", "H", "C", "C", "C", "C", "C", "C", "N", "O", "C", "C", "C", "H", "H", "H", "H", "H", "H", "H", "H", "H", "H", "H", "H", "H", "H", "H", "H", "H", "H", "H", "C", "C", "C", "C", "C", "C", "N", "O", "C", "C", "C", "H", "H", "H", "H", "H", "H", "H", "H", "H", "H", "H", "H", "H", "H", "H", "H", "H", "H", "H", "C", "C", "C", "C", "C", "C", "N", "O", "C", "C", "C", "H", "H", "H", "H", "H", "H", "H", "H", "H", "H", "H", "H", "H", "H", "H", "H", "H", "H", "H"],
  "coordinates": [[-3.36377, 1.15975, 0.57781], [-0.36211, 6.36068, -5.96184], [-1.10474, 5.72465, -5.29279], [-0.94567, 5.33874, -4.04368], [-2.25863, 4.94221, -3.45605], [-3.13201, 4.81576, -4.60935], [-2.56205, 5.35811, -5.68996], [-3.07938, 5.57387, -6.73251], [-2.70647, 5.87889, -2.42189], [-2.75279, 5.25053, -1.25471], [-3.17442, 5.65078, -0.21239], [-2.39081, 3.76261, -1.48790], [-2.02960, 3.63979, -2.72390], [-2.27328, 2.94556, -0.60365], [-4.85160, 3.67300, -7.38924], [-4.45525, 2.73137, -6.80498], [-5.03821, 2.14146, -5.75959], [-4.16895, 1.08818, -5.19007], [-3.15897, 0.88006, -6.21725], [-3.24663, 1.81941, -7.15991], [-2.50100, 1.98644, -8.07464], [-3.55813, 1.51795, -3.88394], [-3.99237, 0.78559, -2.92241], [-3.67049, 0.82285, -1.76587], [-5.09094, -0.14560, -3.50938], [-5.06321, -0.01541, -4.81895], [-5.84152, -0.83006, -2.87845], [-0.55905, -0.30826, 1.07659], [-2.07287, -0.85250, 1.43979], [-1.17372, 0.41327, -0.28809], [-0.97311, 1.09179, 1.85117], [0.90989, 0.25955, 0.81876], [-0.02589, -0.91778, 2.46474], [-0.26039, -1.65324, 0.27544], [-2.60393, 3.71834, 4.34490], [-2.92258, 4.54528, 5.35739], [-1.60118, 4.30993, 3.69011], [-2.22171, 2.55413, 4.84759], [-4.04193, 3.57536, 3.18623], [-3.45063, 2.83844, 2.06087], [-5.07846, 2.86940, 3.90629], [-4.36327, 4.93704, 2.90212], [-0.47515, -5.57638, 4.34039], [0.09936, -5.31935, 2.93138], [1.18652, -6.43027, 2.83139], [1.55098, -6.82502, 1.39421], [0.23571, -7.08254, 0.65921], [-0.64753, -5.85709, 0.53638], [-0.90133, -5.41918, 1.90899], [-1.82290, -4.35940, 1.96426], [-0.03819, -4.81791, -0.40467], [-1.97837, -6.32936, -0.05696], [0.76518, -3.91560, 3.00813], [-1.22587, -4.79120, 4.51984], [0.24175, -5.48351, 5.15567], [-1.02572, -6.51296, 4.45813], [2.04032, -6.11495, 3.42970], [0.80685, -7.34814, 3.29339], [2.04146, -7.80347, 1.41008], [2.22210, -6.07014, 0.98153], [-0.25552, -7.91899, 1.16074], [0.47464, -7.43422, -0.35115], [0.92830, -4.46029, -0.03611], [0.28109, -5.29050, -1.34116], [-0.73427, -4.01520, -0.62707], [-2.65269, -5.51670, -0.33747], [-1.78076, -6.86044, -0.99429], [-2.52294, -6.97663, 0.63110], [0.09094, -3.26516, 3.55504], [0.83761, -3.57368, 1.96995], [1.78645, -3.97528, 3.37223], [-1.36056, -3.52201, 1.76259], [-5.90940, -0.84334, 4.61910], [-4.62129, -1.08503, 3.80367], [-4.09551, -2.53799, 4.00016], [-4.99794, -3.55983, 3.29914], [-4.95563, -3.18859, 1.80750], [-5.43938, -1.78226, 1.45378], [-4.79967, -0.83730, 2.36734], [-5.14691, 0.52938, 2.08970], [-4.99851, -1.48363, 0.04885], [-6.96416, -1.71729, 1.55733], [-3.52956, -0.16532, 4.33543], [-6.47739, -1.76897, 4.78928], [-6.59634, -0.15790, 4.12898], [-5.65439, -0.56518, 5.64250], [-3.09238, -2.62565, 3.59173], [-4.20051, -2.64357, 5.08489], [-5.99465, -3.56992, 3.73087], [-4.52797, -4.54589, 3.29548], [-5.72803, -3.86332, 1.39831], [-4.05509, -3.47733, 1.27090], [-5.39920, -0.52386, -0.28504], [-3.91166, -1.49201, -0.06431], [-5.40847, -2.16319, -0.69681], [-7.37276, -1.94531, 2.54354], [-7.33845, -0.70811, 1.32250], [-7.48768, -2.32647, 0.81622], [-3.85634, 0.87367, 4.35609], [-2.60279, -0.18039, 3.75572], [-3.20715, -0.50443, 5.32419], [-6.07715, 0.54477, 2.36480], [7.61429, -0.70003, -2.54506], [6.38848, 0.07517, -1.98695], [5.30983, 0.28649, -3.05704], [4.38505, -0.91855, -3.14122], [3.64256, -1.08934, -1.81545], [4.60934, -1.41818, -0.67431], [5.83853, -0.62717, -0.85107], [6.64895, -0.59579, 0.29842], [3.90524, -0.96524, 0.60810], [4.95408, -2.89750, -0.64223], [6.85617, 1.45584, -1.50607], [8.45737, -0.56813, -1.86863], [7.82172, -0.45107, -3.58131], [7.33290, -1.75465, -2.44929], [4.78009, 1.23155, -2.95651], [5.84091, 0.29246, -4.01683], [5.00718, -1.77298, -3.43260], [3.63383, -0.83574, -3.93183], [2.96425, -1.91993, -2.02773], [3.09856, -0.18000, -1.57645], [3.74518, 0.10776, 0.58012], [2.94387, -1.42831, 0.83428], [4.56016, -1.17802, 1.45853], [5.55420, -3.24892, 0.20889], [4.04056, -3.49480, -0.49118], [5.44161, -3.30450, -1.53247], [7.10934, 2.10534, -2.34939], [7.78462, 1.35140, -0.93702], [6.13155, 1.93853, -0.85153], [7.17543, -1.40887, 0.27874], [5.79834, 5.58532, -1.39888], [4.34393, 5.15168, -1.24857], [3.93739, 4.21542, -2.37166], [2.72066, 3.38344, -2.04797], [2.97572, 2.65067, -0.74913], [3.20153, 3.54490, 0.46547], [4.17383, 4.50989, 0.05127], [4.60687, 5.31564, 1.13229], [1.82384, 4.05788, 0.91204], [3.79968, 2.61010, 1.49415], [3.43729, 6.39293, -1.34324], [5.99952, 5.98410, -2.39223], [6.10917, 6.31586, -0.65649], [6.35139, 4.64398, -1.28026], [3.83890, 4.75969, -3.31746], [4.77983, 3.56264, -2.67183], [1.87020, 4.06587, -1.97931], [2.39499, 2.75808, -2.88353], [3.90677, 2.10510, -0.98290], [2.24838, 1.84997, -0.61030], [0.97021, 3.44697, 0.61886], [1.68416, 5.08749, 0.57272], [1.70701, 4.11985, 2.00097], [4.10934, 3.13296, 2.40926], [4.76003, 2.23252, 1.12605], [3.15019, 1.80634, 1.83395], [2.39755, 6.17117, -1.12844], [3.82098, 7.29600, -0.85405], [3.42867, 6.80403, -2.36661], [5.56848, 5.29459, 1.09720]],
  "forces_ev_per_a": [[0.22, 0.94, -0.11], [1.06, 0.28, -0.64], [-1.36, -0.05, 0.53], [0.20, 0.16, 0.53], [1.17, -0.55, -0.49], [-0.52, 0.00, 0.25], [0.47, 0.05, 0.49], [-0.12, 0.21, -0.43], [0.17, -0.11, 0.06], [-1.50, -0.59, 0.25], [0.40, 0.51, -0.04], [1.30, 0.99, -0.07], [-0.50, -0.11, -0.34], [-0.42, -0.42, 0.20], [-0.39, 0.70, -0.76], [-0.10, -1.62, 0.53], [0.18, 0.35, 0.63], [-0.83, 1.18, -0.80], [0.22, -0.64, 0.20], [0.10, 0.84, 0.32], [0.11, -0.37, -0.19], [0.48, -0.02, -0.24], [-0.94, -0.18, -1.02], [0.19, -0.03, 1.29], [0.12, -0.11, -0.19], [0.36, -0.42, 0.10], [-0.09, -0.19, 0.22], [0.51, 1.47, 0.98], [-0.05, -0.16, -0.41], [0.34, -0.84, 0.34], [0.04, -0.45, -0.15], [-0.19, 0.11, -0.71], [-0.36, -0.39, -0.02], [-0.06, -0.11, -0.06], [-0.46, 0.94, -0.56], [-0.10, -0.35, 0.16], [0.30, -0.45, 0.09], [0.32, -0.11, 0.09], [-0.99, 0.38, 0.51], [0.27, -0.35, -0.24], [0.38, -0.48, 0.05], [0.28, 0.29, -0.28], [-1.70, 0.93, 0.00], [1.88, -0.37, 1.82], [-0.37, -0.37, -0.85], [-0.31, -0.23, 0.88], [1.19, 0.08, -0.76], [-0.53, -0.33, 0.20], [-0.82, -0.51, 0.00], [0.02, 0.35, 0.08], [0.92, -0.38, -0.10], [-0.32, 0.15, -0.47], [-0.49, -0.80, -1.45], [0.08, -0.13, 0.12], [0.36, -0.04, -0.28], [0.27, -0.17, -0.31], [0.07, 0.02, -0.08], [-0.15, 0.14, 0.10], [0.49, 0.28, 0.03], [-0.19, -0.12, -0.49], [-0.29, 0.20, 0.11], [-0.16, 0.03, -0.01], [-0.34, 0.44, 0.27], [-0.54, -0.10, -0.08], [0.16, 0.21, 0.09], [0.16, 0.16, 0.24], [0.03, -0.13, 0.13], [0.16, -0.08, 0.03], [0.44, 0.40, 0.14], [0.09, 0.44, 0.20], [-0.13, 0.21, 0.48], [0.03, -0.20, -0.09], [-0.10, -1.17, 0.35], [0.26, -0.17, -0.19], [-1.72, 0.33, 0.12], [1.95, 0.77, -0.89], [-2.14, -1.04, -0.02], [-0.19, -0.39, 0.66], [1.53, -0.03, -0.36], [-0.47, -1.49, 0.47], [-0.25, 0.64, -0.74], [-0.90, 0.71, -0.26], [0.50, 0.43, -0.11], [0.03, 0.00, -0.43], [0.10, 0.41, 0.36], [-0.05, 0.66, -0.19], [0.22, 0.03, 0.37], [0.79, -0.32, 0.01], [-0.14, -0.15, -0.19], [-0.26, -0.13, 0.64], [0.22, 0.21, -0.47], [0.44, 0.28, 0.54], [0.13, 0.10, 0.00], [0.00, -0.05, 0.15], [-0.02, -0.27, 0.17], [0.27, -0.24, 0.03], [0.22, -0.02, 0.05], [0.31, -0.26, 0.06], [-0.12, -0.16, 0.26], [-0.26, -0.22, -0.34], [-0.38, 0.18, 0.16], [-0.03, 1.00, -0.27], [-1.01, -0.56, 0.63], [0.24, 0.81, 0.35], [0.37, -0.97, -0.96], [-0.25, 0.56, 0.09], [0.89, -0.91, -1.16], [-0.12, 0.52, -0.05], [-0.84, 0.08, 0.52], [0.14, -0.15, -0.21], [0.64, -0.26, 0.82], [-0.59, -1.46, 0.49], [0.80, 0.09, 0.02], [0.24, 0.20, -0.28], [0.35, 0.08, 0.02], [0.20, -0.06, -0.48], [-0.11, -0.03, 0.27], [-0.01, 0.55, 0.07], [-0.19, -0.24, 0.36], [0.17, 0.31, -0.09], [-0.31, 0.10, 0.79], [-0.18, 0.02, -0.08], [0.03, 0.03, -0.10], [0.00, -0.23, -0.47], [-0.09, 0.11, 0.05], [0.22, 0.66, 0.01], [-0.03, 0.22, -0.25], [-0.06, 0.39, -0.18], [-0.23, 0.00, -0.07], [-0.13, 0.01, 0.10], [-0.16, 0.02, -0.21], [-0.01, 0.03, -0.02], [0.06, -1.06, -0.10], [-1.28, 1.59, 0.37], [1.01, -0.82, -1.25], [-0.92, 1.02, -0.13], [0.63, -1.06, -1.60], [-1.22, -1.44, -0.67], [1.72, -0.57, 0.15], [-0.47, 0.58, -0.05], [-0.26, 1.05, 0.89], [1.26, 0.49, 1.32], [0.23, 1.15, -1.28], [-0.11, 0.05, -0.05], [-0.04, 0.06, 0.03], [0.41, 0.34, -0.01], [-0.44, 0.42, 0.34], [-0.07, -0.18, 0.71], [-0.19, 0.09, 0.34], [0.48, -0.36, 0.12], [0.04, 0.04, 0.49], [-0.28, 0.36, 0.52], [0.20, -0.10, -0.42], [-0.22, -0.18, -0.16], [0.40, -0.01, -0.03], [-0.37, 0.23, -0.09], [-0.27, -0.37, -0.21], [-0.21, -0.04, -0.40], [-0.01, 0.14, 0.37], [-0.24, -0.53, 0.91], [-0.02, -0.58, -0.14], [0.00, -0.28, 0.06]],
  "charge": -2,
  "e_lumo_ev": 2.5,
  "homo_energy_ev": -4.558,
  "mol_weight_g_mol": 1497.3
}


{
  "formula": "C5H13NO",
  "method": "ωB97M-V with the def2-TZVPD basis set",
  "symbols": ["C", "C", "C", "C", "N", "C", "H", "H", "H", "H", "H", "H", "H", "H", "H", "H", "H", "H", "H", "O"],
  "coordinates": [[0.65118, -0.77983, -1.95746], [0.61274, 0.68240, -1.53477], [-0.09071, 0.89322, -0.19291], [0.53336, 0.47974, 0.90252], [0.07258, 0.45029, 2.19632], [-1.44163, 1.56094, -0.19949], [1.18286, -0.96779, -2.88866], [1.13697, -1.34405, -1.16674], [-0.33333, -1.20641, -2.12934], [1.58415, 1.15115, -1.48129], [0.14946, 1.30575, -2.31411], [1.56841, 0.18729, 0.77451], [-0.92232, 0.34261, 2.34116], [0.63695, -0.04323, 2.86864], [-2.31696, 0.93000, -0.01031], [-1.60459, 2.10511, -1.13429], [-1.48785, 2.34675, 0.56533], [0.63099, -2.94327, 1.32635], [-0.64371, -2.27146, 1.90436], [0.08145, -2.87920, 2.13017]],
  "forces_ev_per_a": [[0.28, -0.01, -0.06], [-0.73, 0.69, -0.07], [-0.40, 0.13, -0.96], [0.45, 0.05, -0.06], [-0.19, 0.58, 0.42], [-0.14, 0.44, 0.32], [0.33, 0.19, -0.17], [-0.03, -0.29, 0.01], [-0.28, 0.10, 0.31], [0.82, -0.35, 0.12], [-0.33, -0.26, 0.17], [0.01, -0.31, 0.16], [0.06, -0.10, -0.06], [-0.06, -0.20, -0.12], [0.16, -0.22, -0.12], [-0.04, -0.25, -0.12], [0.07, -0.13, 0.18], [-0.27, 0.13, 0.11], [0.02, 0.01, -0.18], [0.24, -0.21, 0.12]],
  "charge": -1,
  "e_lumo_ev": [4.1, 3.9],
  "multiplicity": 2,
  "homo_energy_ev": [1.096, -4.140],
  "mol_weight_g_mol": 103.2,
  "e_above_lowest_kj_mol": 95.1
}